No. 1
Below is a structure of composition CH4CsO at a distorted geometry, with properties calculated with ωB97M-V with the def2-TZVPD basis set.

Values from the calculation:
Largest force on an atom (eV/A): 4.060
HOMO energy (eV): -15.99
Total charge: +1
Energy above the lowest of the compared OMol25 structures with the same formula, charge and spin (eV): 1.616
LUMO (eV): -3.96
Orbital gap (Ha): 0.4420

Geometry (Å):
Cs 0.41 -1.55 -1.59
C 0.16 0.50 0.29
O -1.05 -0.13 -0.03
H 0.50 0.44 1.32
H 0.97 0.22 -0.39
H 0.05 1.57 0.16
H -1.04 -1.05 0.24

=====

No. 2
Below is a structure of composition CH4CsO2, with properties calculated with ωB97M-V with the def2-TZVPD basis set.

Values from the calculation:
Largest force on an atom (eV/A): 0.938
HOMO energy (alpha / beta) (eV): -7.45 / -5.61
Total charge: 0
Energy above the lowest of the compared OMol25 structures with the same formula, charge and spin (eV): 2.837
LUMO (alpha / beta) (eV): -0.79 / -1.02
Orbital gap (alpha / beta) (Ha): 0.2446 / 0.1687
Expectation value of S²: 0.777
2S+1: 2

Geometry (Å):
H -0.18 1.64 -0.92
O -0.36 -1.25 -0.08
Cs -0.73 1.04 2.09
O 0.52 -2.27 -0.48
C 1.40 -2.57 0.57
H 2.00 -3.43 0.24
H 2.08 -1.71 0.76
H 0.86 -2.84 1.49

=====

No. 3
Below is the molecule CH4F2Si at a distorted geometry, with properties calculated with ωB97M-V with the def2-TZVPD basis set.

Values from the calculation:
Largest force on an atom (eV/A): 3.217
HOMO energy (eV): -11.19
SMILES string: C[SiH](F)F
Total charge: 0
Energy above the lowest of the compared OMol25 structures with the same formula, charge and spin (eV): 0.318
LUMO (eV): 0.99
Orbital gap (Ha): 0.4475

Geometry (Å):
C -0.04 -0.86 0.54
F -0.07 2.20 0.03
F -1.15 0.50 -1.35
Si 0.14 0.68 -0.50
H 0.65 -1.11 1.39
H -0.99 -0.63 0.97
H -0.14 -1.69 -0.16
H 1.60 0.92 -0.93

=====

No. 4
Below is the ion CH4F3N2 with charge +1 at a distorted geometry, with properties calculated with ωB97M-V with the def2-TZVPD basis set.

Values from the calculation:
Largest force on an atom (eV/A): 4.708
HOMO energy (eV): -17.40
SMILES string: CN[N+](F)(F)F
Total charge: +1
Energy above the lowest of the compared OMol25 structures with the same formula, charge and spin (eV): 2.889
LUMO (eV): -5.37
Orbital gap (Ha): 0.4420

Geometry (Å):
C -0.07 -0.01 0.33
N 0.29 0.46 -0.98
N 1.26 1.24 -1.11
F 1.36 1.73 -2.32
F 1.29 2.30 -0.27
F 2.62 0.71 -0.98
H -0.29 -1.17 0.38
H 0.72 0.28 1.10
H -1.01 0.37 0.76
H 0.07 -0.20 -1.84

=====

No. 5
Below is a structure of composition CH4FO3V2 at a distorted geometry, with properties calculated with ωB97M-V with the def2-TZVPD basis set.

Values from the calculation:
Largest force on an atom (eV/A): 4.722
HOMO energy (alpha / beta) (eV): -29.22 / -28.99
Total charge: +4
LUMO (alpha / beta) (eV): -21.65 / -20.99
Orbital gap (alpha / beta) (Ha): 0.2782 / 0.2939
Expectation value of S²: 4.061
2S+1: 4

Geometry (Å):
O -14.25 6.51 -24.89
V -14.31 7.50 -23.66
O -11.44 6.67 -20.11
V -11.78 5.56 -21.15
F -12.34 6.94 -22.89
C -10.28 6.69 -25.43
O -10.39 7.81 -24.60
H -9.44 6.77 -26.12
H -10.02 5.79 -24.88
H -11.21 6.54 -25.99
H -11.12 7.56 -24.03

=====

No. 6
Below is a cluster of 2 separate species, CH4FOPS in total at a distorted geometry, with properties calculated with ωB97M-V with the def2-TZVPD basis set.

Values from the calculation:
Largest force on an atom (eV/A): 2.161
HOMO energy (alpha / beta) (eV): -8.12 / -10.10
Total charge: 0
Energy above the lowest of the compared OMol25 structures with the same formula, charge and spin (eV): 0.633
LUMO (alpha / beta) (eV): 0.66 / -2.89
Orbital gap (alpha / beta) (Ha): 0.3227 / 0.2652
Expectation value of S²: 2.010
2S+1: 3

Geometry (Å):
C 0.29 0.96 1.51
O -1.37 -0.69 -1.39
F 0.59 -1.73 -0.38
P 0.18 -0.30 -1.14
S 1.19 -0.11 -2.79
H 0.04 1.95 1.17
H -0.47 0.39 2.00
H 1.31 0.74 1.70
H -1.75 -1.20 -0.68

=====

No. 7
Below is a cluster of 2 separate species, CH4I2Si in total at a distorted geometry, with properties calculated with ωB97M-V with the def2-TZVPD basis set.

Values from the calculation:
Largest force on an atom (eV/A): 3.162
HOMO energy (alpha / beta) (eV): -6.74 / -9.55
Total charge: 0
Energy above the lowest of the compared OMol25 structures with the same formula, charge and spin (eV): 0.000
LUMO (alpha / beta) (eV): 0.24 / -3.64
Orbital gap (alpha / beta) (Ha): 0.2565 / 0.2174
Expectation value of S²: 2.006
2S+1: 3

Geometry (Å):
C 0.19 0.78 0.49
Si -1.03 -0.50 -0.31
I -2.67 -1.73 1.20
I 3.65 -0.14 -1.81
H 0.73 1.14 -0.34
H -0.44 1.28 1.20
H 0.82 0.31 1.15
H -1.24 -1.14 -1.59

=====

No. 8
Below is the ion CH4IN2 with charge +1 at a distorted geometry, with properties calculated with ωB97M-V with the def2-TZVPD basis set.

Values from the calculation:
Largest force on an atom (eV/A): 6.814
HOMO energy (eV): -14.85
SMILES string: [NH2+]=CNI
Total charge: +1
Energy above the lowest of the compared OMol25 structures with the same formula, charge and spin (eV): 1.356
LUMO (eV): -5.40
Orbital gap (Ha): 0.3476

Geometry (Å):
C -0.26 0.56 0.19
N 0.10 -0.27 1.14
N -0.07 0.17 -1.23
I 0.42 -2.21 0.82
H -0.59 1.56 0.34
H -0.19 0.10 2.00
H 0.01 0.75 -2.03
H 0.58 -0.66 -1.24

=====

No. 9
Below is a cluster of 2 separate species, CH4IN2 in total at a distorted geometry, with properties calculated with ωB97M-V with the def2-TZVPD basis set.

Values from the calculation:
Largest force on an atom (eV/A): 4.063
HOMO energy (alpha / beta) (eV): -13.89 / -14.03
Total charge: +1
Energy above the lowest of the compared OMol25 structures with the same formula, charge and spin (eV): 3.103
LUMO (alpha / beta) (eV): -4.76 / -6.31
Orbital gap (alpha / beta) (Ha): 0.3357 / 0.2838
Expectation value of S²: 2.016
2S+1: 3

Geometry (Å):
C 1.05 -0.56 0.94
N 0.22 0.35 1.02
N -0.88 0.18 -1.27
I -0.74 -1.53 -2.09
H 1.94 -0.85 1.29
H 0.32 1.26 1.60
H -0.61 0.28 0.31
H -1.30 0.87 -1.81

=====

No. 10
Below is the ion CH4IN2O with charge +1 at a distorted geometry, with properties calculated with ωB97M-V with the def2-TZVPD basis set.

Values from the calculation:
Largest force on an atom (eV/A): 8.629
HOMO energy (eV): -15.01
SMILES string: N/C(I)=[NH+]/O
Total charge: +1
Energy above the lowest of the compared OMol25 structures with the same formula, charge and spin (eV): 1.298
LUMO (eV): -4.95
Orbital gap (Ha): 0.3697

Geometry (Å):
C -0.04 0.08 -0.39
N 0.63 -1.23 -0.82
N -0.17 0.15 0.91
O -0.80 1.18 1.49
I -0.97 1.30 -1.75
H 1.09 -1.64 0.07
H 0.78 -1.44 -1.75
H 0.57 -0.24 1.50
H -1.08 1.84 0.75

=====

No. 11
Below is the ion CH4IN2S with charge +1 at a distorted geometry, with properties calculated with ωB97M-V with the def2-TZVPD basis set.

Values from the calculation:
Largest force on an atom (eV/A): 5.498
HOMO energy (eV): -13.20
SMILES string: N/C=[NH+]/SI
Total charge: +1
Energy above the lowest of the compared OMol25 structures with the same formula, charge and spin (eV): 1.124
LUMO (eV): -5.71
Orbital gap (Ha): 0.2752

Geometry (Å):
C -0.13 -0.67 -0.40
N -1.14 0.13 0.07
N 1.17 -0.49 0.03
S 2.52 -1.51 -0.25
I 4.43 0.15 0.06
H -0.32 -1.59 -0.90
H -2.11 -0.06 -0.16
H -0.73 0.92 0.43
H 1.22 0.27 0.63

=====

No. 12
Below is the ion CH4INO4P with charge -1 at a distorted geometry, with properties calculated with ωB97M-V with the def2-TZVPD basis set.

Values from the calculation:
Largest force on an atom (eV/A): 3.553
HOMO energy (alpha / beta) (eV): -4.42 / -4.42
Total charge: -1
LUMO (alpha / beta) (eV): 2.80 / 2.80
Orbital gap (alpha / beta) (Ha): 0.2653 / 0.2652

Geometry (Å):
C 0.88 0.16 -1.47
N 0.76 -1.53 1.58
O -2.10 -0.32 0.73
O -1.62 1.94 -0.40
O -0.35 -0.26 -0.94
O -0.01 0.83 1.36
P -0.96 0.75 0.21
I -1.07 -1.91 1.33
H 1.47 0.55 -0.61
H 0.73 1.19 -2.03
H 1.29 -0.63 -2.06
H 0.99 -0.78 2.30

=====

No. 13
Below is a cluster of 2 separate species, CH4INOS in total at a distorted geometry, with properties calculated with ωB97M-V with the def2-TZVPD basis set.

Values from the calculation:
Largest force on an atom (eV/A): 4.204
HOMO energy (eV): -8.71
Total charge: 0
Energy above the lowest of the compared OMol25 structures with the same formula, charge and spin (eV): 2.959
LUMO (eV): -3.52
Orbital gap (Ha): 0.1905

Geometry (Å):
C 0.76 0.56 0.65
N 0.03 -0.67 -1.73
O 0.18 -1.91 0.49
S -0.14 -0.68 -0.23
I -3.27 1.09 0.64
H 1.59 -0.15 1.01
H 1.07 1.42 0.19
H 0.22 0.85 1.56
H -0.44 -0.51 -2.58

=====

No. 14
Below is a cluster of 2 separate species, CH4INS in total at a distorted geometry, with properties calculated with ωB97M-V with the def2-TZVPD basis set.

Values from the calculation:
Largest force on an atom (eV/A): 3.263
HOMO energy (alpha / beta) (eV): -8.41 / -8.40
SMILES string: CN=S.I
Total charge: 0
Energy above the lowest of the compared OMol25 structures with the same formula, charge and spin (eV): 2.014
LUMO (alpha / beta) (eV): -1.16 / -1.15
Orbital gap (alpha / beta) (Ha): 0.2665 / 0.2664

Geometry (Å):
C -0.20 0.19 1.16
N -0.36 -1.09 0.52
S 0.77 -2.09 0.21
I 0.36 -0.87 -5.95
H 0.69 0.28 1.92
H 0.22 1.00 0.55
H -1.12 0.47 1.70
H -0.41 -0.76 -4.55

=====

No. 15
Below is a cluster of 2 separate species, CH4IP in total at a distorted geometry, with properties calculated with ωB97M-V with the def2-TZVPD basis set.

Values from the calculation:
Largest force on an atom (eV/A): 3.661
HOMO energy (eV): -8.80
Total charge: 0
Energy above the lowest of the compared OMol25 structures with the same formula, charge and spin (eV): 2.521
LUMO (eV): -0.52
Orbital gap (Ha): 0.3043

Geometry (Å):
C -0.17 0.56 -0.59
P -0.27 -1.11 0.22
I 1.98 -1.73 0.38
H -1.16 0.89 -0.20
H -0.13 0.47 -1.62
H 0.62 1.41 -0.35
H -0.88 -0.48 2.16

=====

No. 16
Below is the molecule CH4IPS at a distorted geometry, with properties calculated with ωB97M-V with the def2-TZVPD basis set.

Values from the calculation:
Largest force on an atom (eV/A): 3.668
HOMO energy (alpha / beta) (eV): -5.93 / -8.85
Total charge: 0
Energy above the lowest of the compared OMol25 structures with the same formula, charge and spin (eV): 2.017
LUMO (alpha / beta) (eV): 0.13 / -2.86
Orbital gap (alpha / beta) (Ha): 0.2227 / 0.2202
Expectation value of S²: 2.009
2S+1: 3

Geometry (Å):
C 1.18 0.71 0.06
P -1.25 -1.48 0.61
S 0.79 -0.88 -0.53
I -2.75 0.38 0.12
H 1.01 1.43 -0.86
H 2.18 0.79 0.24
H 0.74 1.26 0.86
H -1.90 -2.21 -0.51

=====

No. 17
Below is a structure of composition CH4IPS2 at a distorted geometry, with properties calculated with ωB97M-V with the def2-TZVPD basis set.

Values from the calculation:
Largest force on an atom (eV/A): 2.941
HOMO energy (eV): -8.78
Total charge: 0
Energy above the lowest of the compared OMol25 structures with the same formula, charge and spin (eV): 2.056
LUMO (eV): -0.78
Orbital gap (Ha): 0.2939

Geometry (Å):
C 1.00 -0.14 0.42
P -1.93 -0.87 0.30
S 0.58 2.14 -0.10
S 0.04 -1.15 -0.55
I 3.08 -0.43 0.65
H 0.47 -0.18 1.36
H -2.44 -1.54 -0.74
H -2.03 0.50 -0.15
H 1.23 1.67 -1.18

=====

No. 18
Below is a structure of composition CH4InO at a distorted geometry, with properties calculated with ωB97M-V with the def2-TZVPD basis set.

Values from the calculation:
Largest force on an atom (eV/A): 2.820
HOMO energy (eV): -26.62
Total charge: +3
Energy above the lowest of the compared OMol25 structures with the same formula, charge and spin (eV): 1.021
LUMO (eV): -22.39
Orbital gap (Ha): 0.1555

Geometry (Å):
In -0.49 -0.64 -3.40
C 0.39 0.01 0.67
O -0.54 -0.18 -0.26
H 0.77 1.11 0.74
H -0.10 -0.11 1.77
H 1.23 -0.70 0.61
H -1.26 0.52 -0.14

=====

No. 19
Below is the molecule CH4N2 at a distorted geometry, with properties calculated with ωB97M-V with the def2-TZVPD basis set.

Values from the calculation:
Largest force on an atom (eV/A): 4.596
HOMO energy (eV): -9.41
SMILES string: C=NN
Total charge: 0
Energy above the lowest of the compared OMol25 structures with the same formula, charge and spin (eV): 3.014
LUMO (eV): 1.20
Orbital gap (Ha): 0.3899

Geometry (Å):
C 1.15 0.02 -0.04
H -1.94 -0.59 0.20
H -1.23 0.85 0.46
H 1.96 -0.83 -0.13
H 1.27 1.15 -0.24
N -1.22 -0.02 -0.22
N 0.02 -0.58 -0.03

=====

No. 20
Below is the molecule CH4N2 at a distorted geometry, with properties calculated with ωB97M-V with the def2-TZVPD basis set.

Values from the calculation:
Largest force on an atom (eV/A): 1.535
HOMO energy (eV): -9.74
SMILES string: [H]/N=C/N
Total charge: 0
Energy above the lowest of the compared OMol25 structures with the same formula, charge and spin (eV): 1.952
LUMO (eV): 0.92
Orbital gap (Ha): 0.3916

Geometry (Å):
N -0.88 0.27 0.77
C 0.34 0.01 0.08
N 0.47 -0.34 -1.13
H -0.80 -0.42 1.51
H -0.97 1.21 1.14
H 1.20 0.04 0.75
H 1.33 -0.87 -1.20